Entry 1:
Below is a cluster of 4 separate species, C21H43BNO15S3 in total at a distorted geometry, with properties calculated with ωB97M-V/def2-TZVPD.

Values from the calculation:
HOMO-LUMO gap: 9.65 eV
HOMO level: -12.41 eV

Structure (ORCA input):
```
! RIJCOSX wB97M-V def2-TZVPD def2/J DEFGRID3
* xyz 1 1
C -0.864 7.987 -1.712
C -1.083 7.194 -2.734
N -0.561 5.817 -2.832
C -0.834 5.247 -4.191
C -0.355 3.802 -4.145
C -0.870 2.969 -5.311
C -1.097 1.503 -4.922
C -2.502 1.129 -4.388
C -3.406 2.277 -3.920
C -3.147 2.678 -2.446
C -4.097 1.952 -1.481
C -5.545 2.419 -1.573
O 1.046 3.826 -4.124
C 1.573 4.370 -2.919
B 1.680 3.244 -1.766
O 2.644 3.355 -0.780
O 0.831 2.201 -1.839
C 1.123 0.995 -1.096
C 2.185 0.204 -1.855
C 0.893 5.688 -2.445
H -0.302 7.652 -0.851
H -1.258 8.990 -1.751
H -1.711 7.492 -3.562
H -1.120 5.236 -2.199
H -0.285 5.804 -4.948
H -1.908 5.242 -4.370
H -0.782 3.378 -3.227
H -0.069 2.984 -6.056
H -1.724 3.439 -5.796
H -0.921 0.919 -5.827
H -0.302 1.203 -4.236
H -3.046 0.504 -5.095
H -2.358 0.492 -3.509
H -4.428 1.893 -3.942
H -3.409 3.139 -4.588
H -3.243 3.761 -2.296
H -2.141 2.342 -2.172
H -3.753 2.148 -0.461
H -3.985 0.879 -1.654
H -6.022 2.150 -2.516
H -6.130 1.911 -0.804
H -5.615 3.494 -1.403
H 2.604 4.640 -3.156
H 2.575 4.180 -0.289
H 0.205 0.407 -1.108
H 1.359 1.179 -0.051
H 3.177 0.488 -1.504
H 2.077 0.446 -2.913
H 2.027 -0.870 -1.774
H 0.907 5.709 -1.355
H 1.393 6.589 -2.794
C 2.714 -3.775 0.771
C 2.146 -2.692 1.662
O 0.922 -2.305 1.000
S 0.279 -3.576 0.278
O -0.719 -4.133 1.116
O 0.019 -3.226 -1.074
O 1.564 -4.520 0.334
H 3.206 -3.358 -0.110
H 3.403 -4.430 1.295
H 2.803 -1.834 1.761
H 1.899 -3.071 2.651
C 1.178 -3.991 7.100
C 0.702 -2.555 7.155
O 1.894 -1.780 6.948
S 2.878 -2.574 5.974
O 2.714 -2.090 4.643
O 4.160 -2.621 6.573
O 2.173 -3.996 6.063
H 1.652 -4.299 8.033
H 0.382 -4.686 6.853
H 0.252 -2.293 8.108
H 0.002 -2.334 6.346
C 0.770 -9.056 4.409
C 1.621 -9.868 5.364
O 2.376 -8.879 6.082
S 1.505 -7.556 6.260
O 0.892 -7.552 7.541
O 2.266 -6.440 5.823
O 0.387 -7.903 5.174
H 1.342 -8.721 3.543
H -0.116 -9.589 4.076
H 2.296 -10.550 4.855
H 1.010 -10.422 6.078
*
```

***

Entry 2:
Below is a structure of composition C21H43BO2P2Sr at a distorted geometry, with properties calculated with ωB97M-V/def2-TZVPD.

Values from the calculation:
HOMO-LUMO gap: 3.32 eV
HOMO level: -4.45 eV

Structure (ORCA input):
```
! RIJCOSX wB97M-V def2-TZVPD def2/J DEFGRID3
* xyz 0 1
P -2.741 2.427 -1.583
P -1.875 -1.166 -2.132
C -3.335 1.214 -2.788
C -3.458 -0.244 -2.255
H -2.693 1.298 -3.678
H -4.332 1.550 -3.146
H -3.972 -0.267 -1.276
H -4.144 -0.811 -2.913
C -1.805 -1.961 -3.760
H -1.024 -2.730 -3.695
H -1.535 -1.265 -4.570
H -2.757 -2.449 -4.034
C -1.934 -2.482 -0.918
H -2.459 -3.340 -1.348
H -2.577 -2.273 -0.025
H -0.927 -2.834 -0.671
C -2.559 3.999 -2.523
H -2.195 4.769 -1.819
H -3.525 4.307 -2.962
H -1.801 3.855 -3.312
C -4.157 2.741 -0.503
H -4.677 1.814 -0.231
H -4.878 3.396 -1.011
H -3.840 3.245 0.415
Sr -1.287 -1.418 1.655
C -0.126 -0.103 -2.296
C -0.140 1.037 -3.166
C 1.006 1.978 -3.113
C 1.237 2.798 -1.799
C 0.050 3.243 -1.088
C -1.130 2.508 -0.701
C -0.899 1.023 -0.214
C 0.240 0.226 -0.835
C 0.148 0.691 2.696
H 0.505 -0.934 -2.653
H -0.611 0.945 -4.161
H 0.895 2.698 -3.950
H 1.950 1.441 -3.337
H 1.927 2.226 -1.161
H 1.827 3.696 -2.041
H 0.012 4.291 -0.794
H -1.513 3.083 0.187
H -1.845 0.447 -0.394
H -0.736 1.132 0.870
H 1.116 0.847 -0.757
H 0.627 -0.660 -0.205
H 0.436 0.170 3.612
H -0.367 1.620 2.987
H 1.073 0.973 2.180
C 4.394 -0.938 2.830
C 3.512 -2.145 2.571
C 4.446 -3.342 2.546
O 2.972 -2.016 1.254
B 1.649 -1.841 1.307
O 1.098 -2.114 2.533
C 2.265 -2.261 3.514
C 2.049 -3.591 4.179
C 2.131 -1.182 4.549
H 3.869 0.019 2.789
H 5.206 -0.908 2.097
H 4.867 -1.036 3.815
H 5.236 -3.171 1.798
H 4.945 -3.447 3.526
H 3.948 -4.293 2.304
H 2.835 -3.779 4.928
H 1.086 -3.580 4.704
H 2.024 -4.412 3.453
H 2.169 -0.176 4.134
H 1.180 -1.292 5.078
H 2.924 -1.250 5.308
*
```

***

Entry 3:
Below is a structure of composition C21H43N2OP3Tl at a distorted geometry, with properties calculated with ωB97M-V/def2-TZVPD.

Values from the calculation:
ΔE to the lowest compared entry with this formula, charge and spin: 20.92 kcal per mole
HOMO-LUMO gap (alpha / beta): 4.63 / 4.87 eV
HOMO level (alpha / beta): -16.52 / -16.52 eV

Structure (ORCA input):
```
! RIJCOSX wB97M-V def2-TZVPD def2/J DEFGRID3
* xyz 3 1
Tl 0.730 3.089 -0.363
P -1.119 -1.961 1.094
P 1.342 -1.430 2.438
P 1.715 -2.121 -0.565
H -0.307 5.063 -2.561
C -0.798 4.509 -3.361
C -1.900 3.758 -3.364
H -2.585 3.489 -2.559
C -2.647 -1.202 1.776
C -1.216 -3.571 1.978
C -1.869 -2.490 -0.494
C 2.883 -0.419 2.491
C 0.617 -0.907 4.044
C 2.013 -3.066 2.963
C 1.019 -1.777 -2.280
C 1.786 -3.989 -0.658
C 3.461 -1.780 -1.029
H -0.319 4.563 -4.362
H -2.214 3.412 -4.375
H -2.742 -0.178 1.401
H -2.617 -1.169 2.869
H -3.521 -1.786 1.460
H -1.136 -3.437 3.062
H -0.416 -4.245 1.656
H -2.179 -4.040 1.752
H -1.943 -1.642 -1.193
H -2.877 -2.878 -0.291
H -1.284 -3.287 -0.965
H 3.490 -0.767 3.342
H 2.620 0.640 2.645
H 3.461 -0.522 1.561
H 1.419 -0.913 4.794
H -0.169 -1.607 4.355
H 0.201 0.106 3.970
H 2.996 -2.908 3.420
H 2.117 -3.747 2.113
H 1.340 -3.511 3.704
H 1.637 -2.332 -3.003
H 0.996 -0.689 -2.574
H -0.026 -2.113 -2.292
H 2.088 -4.312 -1.661
H 0.819 -4.445 -0.414
H 2.532 -4.344 0.057
H 3.703 -2.359 -1.934
H 4.136 -2.072 -0.212
H 3.571 -0.705 -1.241
C -1.086 0.517 -3.578
C -0.158 1.450 -2.952
C 1.027 1.674 -3.517
C 1.201 0.921 -4.773
C 0.021 0.786 -5.639
C -1.202 0.594 -5.037
O -1.667 -0.436 -2.979
H 1.194 -0.099 -4.300
H -0.581 1.952 -2.079
H 1.944 2.095 -3.028
H 2.127 0.998 -5.325
H 0.179 0.638 -6.712
H -2.132 0.245 -5.501
C -1.663 5.399 3.479
N -1.629 3.965 3.161
C -1.909 2.912 4.012
C -1.652 1.768 3.273
N -1.221 2.125 2.005
C -1.320 3.447 1.949
H -2.707 5.752 3.493
H -1.186 5.547 4.459
H -1.099 5.943 2.701
H -2.267 3.047 5.015
H -1.821 0.741 3.585
H -1.206 4.112 1.091
*
```

***

| no. | M (g mol⁻¹) | total energy (Ha) |
| --- | --- | --- |
| 1 | 656.6 | -3228.47308 |
| 2 | 488.0 | -1714.33345 |
| 3 | 636.9 | -2206.09317 |